# 1
94
Properties=species:S:1:pos:R:3 method="wB97M-V/def2-TZVPD" orbital_gap_ev="5.458 / 7.407" e_above_lowest_kj_mol=395.4 lumo_ha="-0.0042 / -0.0014" spin_multiplicity=2 e_homo_ev="-5.571 / -7.444"
Ti 0.912 0.668 1.265
O 1.584 2.030 2.316
C 0.943 2.731 3.264
C 1.116 4.112 3.272
C 0.252 4.865 4.084
C -0.569 4.226 4.995
C -0.713 2.853 5.091
C -0.037 2.136 4.142
C -0.202 0.715 4.085
N 0.088 -0.036 2.991
N -0.007 -1.380 3.069
C 0.376 -2.002 1.992
O 0.816 -1.321 0.944
C 0.205 -3.457 1.808
C -0.026 -4.226 2.928
C -0.275 -5.598 2.798
C -0.149 -6.178 1.532
C 0.075 -5.372 0.436
C 0.265 -4.010 0.502
H 1.826 4.604 2.569
H 0.306 5.960 3.946
H -1.093 4.814 5.740
H -1.495 2.334 5.709
H -0.415 0.142 4.960
H -0.048 -3.726 3.907
H -0.424 -6.187 3.691
H -0.225 -7.285 1.443
H 0.238 -5.910 -0.536
H 0.523 -3.359 -0.343
C -4.306 -3.642 4.138
C -4.976 -3.677 2.742
C -5.952 -4.632 2.432
C -6.469 -4.605 1.162
C -6.093 -3.689 0.137
C -5.107 -2.741 0.483
C -4.573 -2.760 1.751
H -5.183 -3.851 4.823
H -3.821 -2.725 4.301
H -3.645 -4.469 4.273
H -6.199 -5.365 3.213
H -7.054 -5.454 0.875
H -6.462 -3.843 -0.908
H -4.696 -2.034 -0.289
H -3.760 -2.048 2.063
N -0.184 1.293 0.033
P 0.044 1.591 -1.510
C 1.757 1.287 -2.044
C 3.072 -0.548 -0.760
C 4.571 -0.650 -0.788
C 5.331 0.452 -0.701
C 4.008 2.219 -2.116
C 2.532 2.448 -2.115
C -0.972 0.378 -2.448
C -2.241 0.117 -1.886
C -3.152 -0.707 -2.512
C -2.899 -1.180 -3.787
C -1.677 -0.895 -4.374
C -0.709 -0.090 -3.755
C -0.362 3.196 -1.953
C -0.120 3.619 -3.307
C -0.735 4.808 -3.738
C -1.347 5.628 -2.820
C -1.563 5.216 -1.537
C -1.193 3.940 -1.133
H 2.589 -1.531 -0.534
H 4.996 -1.689 -0.800
H 6.443 0.349 -0.639
H 4.580 3.096 -2.450
H 2.041 3.391 -1.993
H -2.450 0.541 -0.945
H -4.070 -0.931 -1.924
H -3.629 -1.837 -4.246
H -1.448 -1.256 -5.390
H 0.296 0.084 -4.159
H 0.615 3.022 -3.896
H -0.650 5.021 -4.809
H -1.505 6.706 -3.052
H -2.078 5.830 -0.813
H -1.494 3.523 -0.224
N 6.393 2.302 -3.916
C 5.444 1.268 -4.117
O 5.564 0.531 -5.100
C 4.281 1.195 -3.188
C 3.542 0.085 -3.171
C 2.445 -0.035 -2.102
N 2.755 0.422 0.354
C 3.402 1.543 0.245
C 4.590 1.745 -0.697
H 7.196 2.135 -4.500
H 6.754 2.480 -2.960
H 3.721 -0.830 -3.737
H 1.767 -0.849 -2.400
H 3.012 2.407 0.863
H 5.190 2.556 -0.247

# 2
98
Properties=species:S:1:pos:R:3 method="wB97M-V/def2-TZVPD" orbital_gap_ev="7.010 / 7.117" e_above_lowest_kj_mol=35.5 lumo_ha="0.0897 / 0.0897" spin_multiplicity=3 total_charge=-1 e_homo_ev="-4.569 / -4.676"
V -0.152 -1.326 -0.833
S 3.229 -0.598 0.504
P 1.698 0.216 1.458
C 0.151 -0.185 0.860
P -1.404 -0.357 1.470
S -2.214 -1.935 0.488
C -1.655 -0.580 3.271
C -1.434 0.481 4.145
C -1.540 0.297 5.513
C -1.885 -0.948 6.021
C -2.121 -2.004 5.156
C -2.000 -1.822 3.787
C -2.463 1.105 1.164
C -3.767 1.149 1.650
C -4.559 2.262 1.428
C -4.048 3.345 0.720
C -2.757 3.296 0.221
C -1.966 2.174 0.431
C 1.982 2.029 1.581
C 3.245 2.564 1.362
C 3.462 3.927 1.481
C 2.416 4.775 1.815
C 1.151 4.249 2.031
C 0.942 2.884 1.914
C 1.788 -0.255 3.233
C 2.383 0.542 4.204
C 2.472 0.106 5.518
C 1.963 -1.131 5.877
C 1.358 -1.929 4.916
C 1.270 -1.492 3.607
H -1.176 1.458 3.759
H -1.352 1.126 6.183
H -1.968 -1.093 7.091
H -2.389 -2.977 5.547
H -2.170 -2.644 3.103
H -4.163 0.305 2.204
H -5.572 2.289 1.808
H -4.664 4.219 0.551
H -2.364 4.125 -0.356
H -0.977 2.100 -0.001
H 4.048 1.894 1.081
H 4.452 4.331 1.307
H 2.585 5.841 1.900
H 0.322 4.900 2.279
H -0.050 2.479 2.060
H 2.783 1.511 3.937
H 2.935 0.741 6.263
H 2.027 -1.469 6.903
H 0.943 -2.890 5.190
H 0.771 -2.099 2.860
C 2.234 -4.285 1.210
O 2.726 -4.987 0.073
C 2.026 -5.023 -1.092
C 2.306 -6.105 -1.905
C 1.694 -6.279 -3.147
C 0.782 -5.345 -3.574
C 0.477 -4.230 -2.780
C -0.432 -3.247 -3.334
N -0.721 -2.117 -2.801
N -1.581 -1.324 -3.552
C -1.811 -0.222 -2.886
O -1.312 0.072 -1.749
C -2.723 0.772 -3.513
C -3.476 1.605 -2.694
C -4.327 2.544 -3.252
C -4.425 2.662 -4.631
C -3.673 1.831 -5.452
C -2.828 0.884 -4.895
C 1.090 -4.032 -1.520
O 0.834 -2.978 -0.792
H 2.818 -4.667 2.048
H 1.175 -4.497 1.373
H 2.389 -3.213 1.106
H 3.026 -6.823 -1.534
H 1.937 -7.139 -3.756
H 0.288 -5.448 -4.533
H -0.878 -3.467 -4.308
H -3.383 1.506 -1.622
H -4.911 3.187 -2.606
H -5.086 3.400 -5.067
H -3.747 1.920 -6.528
H -2.243 0.222 -5.517
C 1.552 3.699 -3.324
N 1.794 2.272 -3.402
C 2.377 1.698 -4.476
C 2.607 0.369 -4.515
C 2.193 -0.376 -3.363
N 1.510 0.147 -2.370
C 1.317 1.496 -2.314
O 0.788 2.094 -1.409
N 2.577 -1.659 -3.251
H 2.043 4.182 -4.167
H 1.947 4.087 -2.385
H 0.481 3.905 -3.347
H 2.669 2.365 -5.278
H 3.114 -0.095 -5.344
H 2.925 -2.164 -4.045
H 2.292 -2.181 -2.442

# 3
103
Properties=species:S:1:pos:R:3 method="wB97M-V/def2-TZVPD" orbital_gap_ev="6.628 / 6.360" lumo_ha="-0.1994 / -0.1994" spin_multiplicity=2 total_charge=+2 e_homo_ev="-12.055 / -11.786"
Mn -0.766 -0.221 -0.668
C 6.244 -4.803 0.289
C 4.812 -5.093 0.695
N 4.072 -3.856 1.029
C 3.407 -3.244 0.050
C 2.638 -2.111 0.210
C 1.945 -1.580 -1.059
O 2.234 -2.139 -2.103
O 1.161 -0.602 -0.861
C 2.527 -1.586 1.493
O 1.743 -0.567 1.708
C 3.316 -2.159 2.548
C 3.379 -1.580 3.829
C 4.136 -2.147 4.805
F 4.131 -1.580 6.021
C 4.916 -3.306 4.586
C 4.881 -3.856 3.321
C 4.084 -3.309 2.300
N 5.728 -3.884 5.581
C 5.647 -5.320 5.816
C 7.067 -5.871 5.988
N 7.933 -4.756 6.525
C 7.176 -3.944 7.535
C 6.079 -3.160 6.802
H 6.762 -5.736 0.072
H 6.789 -4.279 1.076
H 6.273 -4.185 -0.608
H 4.746 -5.764 1.549
H 4.259 -5.569 -0.112
H 3.450 -3.682 -0.941
H 2.845 -0.673 4.081
H 5.516 -4.701 3.104
H 5.163 -5.821 4.983
H 5.043 -5.530 6.706
H 7.514 -6.194 5.050
H 7.109 -6.688 6.705
H 8.191 -4.145 5.748
H 8.795 -5.130 6.921
H 7.872 -3.285 8.047
H 6.776 -4.655 8.255
H 6.443 -2.169 6.536
H 5.239 -3.036 7.491
O -2.570 -0.318 0.316
S -2.124 0.622 1.389
O -2.576 0.311 2.704
O -0.634 0.658 1.224
C -2.688 2.237 0.952
C -3.298 2.990 1.942
C -3.677 4.296 1.665
C -3.427 4.838 0.415
C -2.817 4.073 -0.571
C -2.445 2.758 -0.323
P -1.718 1.704 -1.626
C -0.706 2.784 -2.659
C 0.672 2.738 -2.453
C 1.515 3.565 -3.182
C 0.984 4.435 -4.123
C -0.388 4.479 -4.340
C -1.232 3.657 -3.612
C -3.150 1.231 -2.635
C -4.396 1.030 -2.048
C -5.447 0.522 -2.798
C -5.262 0.208 -4.137
C -4.021 0.408 -4.728
C -2.968 0.914 -3.981
H -3.469 2.549 2.914
H -4.158 4.889 2.431
H -3.709 5.859 0.200
H -2.630 4.511 -1.542
H 1.085 2.047 -1.726
H 2.583 3.525 -3.019
H 1.640 5.078 -4.695
H -0.798 5.153 -5.080
H -2.299 3.685 -3.797
H -4.553 1.261 -1.002
H -6.412 0.371 -2.334
H -6.083 -0.186 -4.720
H -3.873 0.173 -5.774
H -2.005 1.064 -4.454
O 1.179 1.004 3.469
B 0.988 -0.182 2.809
O 0.132 -1.052 3.436
C -0.323 -0.323 4.529
C -1.248 -0.690 5.474
C -1.526 0.255 6.459
C -0.901 1.497 6.476
C 0.034 1.858 5.507
C 0.299 0.914 4.544
H -1.746 -1.648 5.435
H -2.254 0.021 7.223
H -1.151 2.205 7.254
H 0.518 2.825 5.503
I -4.823 -3.686 -3.144
C -2.981 -2.746 -3.283
C -2.240 -2.778 -4.456
C -1.028 -2.110 -4.497
C -0.598 -1.427 -3.375
N -1.312 -1.406 -2.244
C -2.483 -2.055 -2.193
H -2.606 -3.312 -5.322
H -0.419 -2.110 -5.389
H 0.344 -0.897 -3.358
H -3.035 -1.985 -1.266